[1]
89
Properties=species:S:1:pos:R:3 method="wB97M-V/def2-TZVPD" gap_ev=4.643 e_homo_ev=-12.06 mol_weight_g_mol=782.283 e_tot_ha=-3167.96461 charge=+2 spin_multiplicity=1
Pd -1.169 -0.337 0.263
C -2.451 3.310 -3.077
Si -2.401 2.166 -1.653
C -3.129 -0.716 -3.273
C -3.652 2.476 -0.349
N -1.235 1.070 -1.433
P 0.428 1.012 -1.444
C 0.652 -0.375 -0.517
P 1.349 -0.964 0.953
N -0.031 -1.444 1.669
Si -0.253 -2.512 3.023
C -1.048 -4.110 2.448
C 1.359 -2.912 3.856
C -1.396 -1.728 4.298
C 2.531 -2.277 0.644
C 3.695 -2.435 1.394
C 4.545 -3.500 1.138
C 4.237 -4.406 0.133
C 3.081 -4.251 -0.623
C 2.231 -3.187 -0.372
C 2.230 0.294 1.897
C 1.728 0.778 3.099
C 2.378 1.813 3.758
C 3.522 2.374 3.209
C 4.025 1.898 2.003
C 3.383 0.860 1.350
C 0.988 2.615 -0.818
C 0.712 2.930 0.516
C 1.096 4.153 1.034
C 1.763 5.070 0.228
C 2.044 4.763 -1.094
C 1.659 3.535 -1.620
C 1.106 0.867 -3.097
C 0.317 0.932 -4.237
C 0.889 0.792 -5.494
C 2.254 0.581 -5.610
C 3.050 0.507 -4.472
C 2.479 0.646 -3.219
H -3.450 3.371 -3.512
H -1.733 3.034 -3.847
H -2.190 4.311 -2.719
H -3.801 -1.484 -3.648
H -2.415 -1.077 -2.537
H -2.629 -0.221 -4.097
H -4.655 2.622 -0.755
H -3.374 3.418 0.136
H -3.652 1.698 0.412
H -0.484 -4.536 1.615
H -2.094 -4.022 2.135
H -1.043 -4.841 3.261
H 1.951 -3.615 3.270
H 1.154 -3.376 4.824
H 1.967 -2.023 4.041
H -2.463 -1.879 4.112
H -1.220 -0.657 4.434
H -1.200 -2.206 5.262
H 3.937 -1.732 2.181
H 5.448 -3.623 1.721
H 4.903 -5.235 -0.067
H 2.850 -4.956 -1.411
H 1.335 -3.040 -0.964
H 0.826 0.346 3.514
H 1.995 2.179 4.701
H 4.029 3.181 3.722
H 4.921 2.333 1.580
H 3.783 0.480 0.416
H 0.217 2.201 1.149
H 0.895 4.390 2.071
H 2.070 6.024 0.636
H 2.567 5.475 -1.718
H 1.886 3.298 -2.651
H -0.747 1.099 -4.136
H 0.274 0.847 -6.382
H 2.701 0.470 -6.588
H 4.114 0.338 -4.566
H 3.101 0.583 -2.332
N -3.107 -1.239 1.512
N -4.487 -1.432 1.377
C -5.138 -1.136 0.265
N -6.435 -1.348 0.162
N -4.329 -0.598 -0.722
N -4.868 -0.199 -1.797
O -6.002 -0.205 -2.180
O -3.946 0.358 -2.666
H -2.635 -2.140 1.488
H -2.921 -0.808 2.412
H -4.992 -1.865 2.141
H -6.963 -1.741 0.928
H -6.917 -1.111 -0.692

=====

[2]
85
Properties=species:S:1:pos:R:3 method="wB97M-V/def2-TZVPD" gap_ev=6.120 e_homo_ev=-3.52 mol_weight_g_mol=617.755 e_tot_ha=-2951.43485 charge=-1 spin_multiplicity=1
Li -0.403 -0.254 1.398
C 3.988 -3.231 3.421
S 2.298 -3.855 3.302
C 1.346 -2.392 3.032
S -0.299 -2.642 2.684
N 1.989 -1.248 3.131
N 1.179 -0.211 2.788
C 1.527 0.959 3.161
C 0.585 2.036 2.785
C 0.745 3.493 3.078
C 0.504 4.600 2.044
C -0.631 4.056 2.828
C -1.241 2.967 1.927
N -0.537 1.720 2.274
H 4.568 -3.957 3.990
H 3.984 -2.276 3.938
H 4.428 -3.106 2.433
H 2.416 1.145 3.760
H 1.343 3.784 3.932
H 0.953 5.545 2.334
H -1.217 4.599 3.557
H -2.310 2.837 2.064
C -1.620 -0.720 -3.077
C -2.422 -1.741 -2.266
C -3.908 -1.446 -2.459
P -1.770 -1.835 -0.507
C -2.411 -3.491 0.096
C -1.252 -4.481 -0.036
C -3.673 -4.118 -0.493
C -2.908 -0.586 0.246
C -4.143 -0.873 0.804
C -5.067 0.125 1.095
C -4.752 1.431 0.760
C -3.506 1.754 0.240
C -2.509 0.776 0.054
N -1.215 0.941 -0.373
C -0.394 1.985 -0.256
C -0.834 3.292 0.435
C 0.236 4.419 0.557
C 1.454 4.256 -0.293
C 1.748 3.059 -0.807
C 0.927 1.863 -0.670
P 1.601 0.204 -0.958
C 1.868 0.085 -2.813
C 1.907 -1.384 -3.251
C 3.038 0.829 -3.457
C 3.303 0.216 -0.182
C 4.285 1.378 -0.320
C 3.996 -1.111 -0.509
H -1.869 -0.807 -4.140
H -0.548 -0.850 -2.957
H -1.853 0.295 -2.753
H -2.192 -2.739 -2.663
H -4.124 -0.413 -2.178
H -4.562 -2.085 -1.875
H -4.171 -1.566 -3.515
H -2.565 -3.330 1.167
H -1.051 -4.707 -1.089
H -1.493 -5.419 0.469
H -0.337 -4.087 0.404
H -3.598 -4.244 -1.575
H -4.575 -3.543 -0.288
H -3.818 -5.113 -0.063
H -4.405 -1.906 0.996
H -6.027 -0.121 1.532
H -5.483 2.219 0.906
H -3.309 2.782 -0.023
H -1.695 3.690 -0.102
H -0.255 5.360 0.275
H 2.090 5.117 -0.460
H 2.663 2.965 -1.381
H 0.941 0.532 -3.189
H 2.828 -1.864 -2.915
H 1.872 -1.468 -4.342
H 1.079 -1.955 -2.833
H 3.996 0.407 -3.150
H 3.046 1.890 -3.216
H 2.983 0.741 -4.547
H 3.036 0.159 0.875
H 4.605 1.536 -1.351
H 5.183 1.161 0.269
H 3.868 2.313 0.053
H 4.426 -1.106 -1.514
H 3.306 -1.954 -0.443
H 4.813 -1.291 0.196

=====

[3]
89
Properties=species:S:1:pos:R:3 method="wB97M-V/def2-TZVPD" gap_ev=5.649 e_homo_ev=-3.19 mol_weight_g_mol=883.742 e_tot_ha=-7648.81554 charge=-1 spin_multiplicity=1
Ru 0.562 -0.652 0.052
O 0.682 -0.387 2.167
N 1.854 -0.020 2.649
C 1.950 0.005 3.998
C 3.094 0.401 4.634
C 4.200 0.760 3.853
C 4.101 0.700 2.489
C 2.916 0.299 1.842
S 2.761 0.230 0.151
H 1.047 -0.318 4.493
H 3.129 0.401 5.711
H 5.125 1.063 4.318
H 4.935 0.952 1.852
Se 0.543 -0.164 -2.523
P -1.569 -0.572 -2.354
Se -2.100 -0.898 -0.291
C -2.606 0.718 -3.124
C -3.883 0.984 -2.639
C -4.679 1.923 -3.267
C -4.204 2.607 -4.377
C -2.928 2.348 -4.857
C -2.131 1.406 -4.234
C -2.069 -1.995 -3.395
C -3.355 -2.506 -3.250
C -3.775 -3.562 -4.033
C -2.910 -4.123 -4.965
C -1.624 -3.621 -5.104
C -1.204 -2.560 -4.322
H -4.230 0.469 -1.750
H -5.668 2.131 -2.881
H -4.825 3.349 -4.863
H -2.551 2.887 -5.715
H -1.124 1.216 -4.588
H -4.016 -2.089 -2.500
H -4.774 -3.959 -3.910
H -3.237 -4.959 -5.571
H -0.940 -4.064 -5.816
H -0.196 -2.175 -4.407
C -1.130 3.614 3.583
N -0.968 2.669 2.511
C -1.985 1.632 2.505
P -0.229 3.030 1.055
O 0.071 1.833 0.257
N -1.142 4.096 0.146
C -1.833 3.629 -1.035
C -1.659 5.317 0.703
N 1.050 4.011 1.528
C 1.956 3.516 2.543
C 1.763 4.688 0.462
H -1.009 3.102 4.545
H -2.125 4.078 3.575
H -0.379 4.397 3.514
H -1.984 1.122 3.471
H -1.759 0.901 1.731
H -2.982 2.055 2.334
H -1.431 2.661 -1.322
H -1.697 4.336 -1.860
H -2.907 3.519 -0.850
H -1.018 5.659 1.514
H -2.680 5.196 1.088
H -1.681 6.097 -0.065
H 1.437 2.843 3.224
H 2.359 4.360 3.115
H 2.787 2.970 2.087
H 1.064 4.990 -0.315
H 2.522 4.036 0.015
H 2.255 5.578 0.865
C 3.794 -5.041 2.366
N 3.517 -3.665 2.032
C 4.175 -3.322 0.790
C 2.090 -3.309 2.043
C 1.296 -3.668 0.808
C 1.064 -5.032 0.633
C 0.455 -5.549 -0.492
C 0.064 -4.651 -1.468
C 0.240 -3.299 -1.265
C 0.817 -2.704 -0.119
H 4.872 -5.158 2.510
H 3.487 -5.757 1.586
H 3.295 -5.311 3.300
H 5.256 -3.286 0.950
H 3.835 -2.349 0.435
H 3.967 -4.049 -0.011
H 2.005 -2.239 2.205
H 1.663 -3.803 2.922
H 1.375 -5.709 1.419
H 0.293 -6.614 -0.602
H -0.412 -4.992 -2.381
H -0.117 -2.650 -2.062